Computed, not measured: a molecular structure, C2H3LiORh, with the ωB97M-V functional and the def2-TZVPD basis.

Structure (XYZ):
```
8
Properties=species:S:1:pos:R:3:forces:R:3:mulliken_spin:R:1
O -0.9703 -0.9290 2.3668 3.27 2.71 -2.00 0.13
C -0.2021 -0.1666 1.9679 -3.94 -3.23 1.99 0.06
Rh -1.3601 0.6494 -1.8253 -1.54 0.53 -0.02 3.81
Li 0.5367 -0.5503 -2.8016 0.85 -0.67 -0.85 0.11
H 0.3624 0.7375 2.0519 0.81 0.62 -0.01 0.01
C 0.1367 -0.0488 -0.6042 0.42 -0.57 0.10 0.89
H 0.4772 0.9839 -0.7033 0.31 0.98 0.38 0.01
H 1.0195 -0.6762 -0.4523 -0.18 -0.38 0.40 -0.02
```
Forces are in eV/Å.

Calculated values
Calculated total energy: -270.30372 Eh
Largest force on an atom: 5.465 eV/A
E_LUMO (alpha / beta): -0.388 / -0.439 Ha
HOMO (alpha / beta): -15.516 / -21.107 eV
2S+1: 6
Relative energy (zero: lowest compared OMol25 entry of this formula, charge and spin): 0.344 eV
Charge: +2